Run one
Density functional theory data (the ωB97M-V functional and the def2-TZVPD basis) for an isolated ion of composition CH3NO2P and charge -1.

Structure (ORCA input):
```
! wB97M-V def2-TZVPD RIJCOSX def2/J DEFGRID3
* xyz -1 1
H 1.5263 -1.8670 -0.4229
N 1.5840 -1.1079 0.2193
C 0.6382 -0.3264 -0.1317
P -0.2307 0.8110 1.0038
O -1.5030 0.0897 1.2619
O -0.5807 1.7879 -0.3384
H -0.1774 -0.5917 -0.9034
H -1.2569 1.2044 -0.6886
*
```

Its orbital gap is 7.38 eV. The HOMO energy comes out at -2.9 eV. As for the SMILES: [H]/N=C/P([O-])O. The LUMO energy comes out at 4.508 eV.

natural (NBO) population analysis, charges in e, atoms 1 to 6: atom 1 (H): 0.301, atom 2 (N): -0.657, atom 3 (C): -0.207, atom 4 (P): 1.246, atom 5 (O): -1.194, atom 6 (O): -1.034



Run two
Density functional theory data (the ωB97M-V functional and the def2-TZVPD basis) for a 2-piece molecular cluster, CH3NO2P overall.

Structure (ORCA input):
```
! wB97M-V def2-TZVPD RIJCOSX def2/J DEFGRID3
* xyz -1 1
C 1.9778 -0.1435 0.0887
N -1.5540 0.8550 -0.6085
O 2.3678 -0.9704 -0.6367
O 1.6885 0.8170 0.7067
P -1.3871 -0.4331 0.2774
H -2.4931 0.9106 -0.9332
H -0.4488 0.0018 1.2784
H -0.1510 -1.0375 -0.1729
*
```

Its orbital gap is 6.02 eV. The HOMO energy comes out at -2.4 eV. The LUMO energy comes out at 3.588 eV.

natural (NBO) population analysis, charges in e, atoms 1 to 6: atom 1 (C): 1.039, atom 2 (N): -1.432, atom 3 (O): -0.546, atom 4 (O): -0.515, atom 5 (P): 0.508, atom 6 (H): 0.322



Quick one: most stable of them? run one



Run one
Density functional theory data (the ωB97M-V functional and the def2-TZVPD basis) for one molecule with the formula C4H5NS.

Structure (ORCA input):
```
! wB97M-V def2-TZVPD RIJCOSX def2/J DEFGRID3
* xyz 0 1
C 0.1558 -0.6537 -1.8303
C 0.2046 1.0974 -0.1032
C -0.3536 -1.2890 0.7637
C -0.0409 0.1097 1.0912
N 0.3068 0.4606 -1.4472
S -1.7248 -0.5241 1.4670
H 0.0252 -1.0554 -2.8343
H -0.6693 1.8129 -0.2579
H 1.0930 1.7288 0.2192
H 0.3323 -2.0174 1.1179
H 0.6710 0.3302 1.8140
*
```

Its orbital gap (spin up / spin down) is 8.08 / 7.28 eV. The HOMO energy (spin up / spin down) comes out at -7.6 / -7.1 eV. The LUMO energy (spin up / spin down) comes out at 0.475 / 0.161 eV.

natural (NBO) population analysis, charges in e, atoms 1 to 6: atom 1 (C): 0.139, atom 2 (C): -0.252, atom 3 (C): -0.380, atom 4 (C): -0.363, atom 5 (N): -0.404, atom 6 (S): 0.199



Run two
Density functional theory data (the ωB97M-V functional and the def2-TZVPD basis) for one molecule with the formula C4H5NS.

Structure (ORCA input):
```
! wB97M-V def2-TZVPD RIJCOSX def2/J DEFGRID3
* xyz 0 1
C -1.6149 -1.6180 -0.3212
C -0.5042 -1.2848 0.3333
C 0.1024 0.1412 0.4567
S 1.7992 0.0968 -0.2415
C -0.7057 1.2015 0.0297
N -1.5291 1.9916 -0.0748
H -1.9637 -2.5591 -0.6305
H -2.0477 -0.6328 -0.7216
H 0.1157 -2.0645 0.8404
H 0.2086 0.2447 1.5146
H 1.9390 -1.1175 0.3935
*
```

Its orbital gap is 10.38 eV. The HOMO energy comes out at -9.8 eV. As for the SMILES: C=C[C@@H](S)C#N. The LUMO energy comes out at 0.546 eV.

natural (NBO) population analysis, charges in e, atoms 1 to 6: atom 1 (C): -0.380, atom 2 (C): -0.171, atom 3 (C): -0.483, atom 4 (S): 0.025, atom 5 (C): 0.263, atom 6 (N): -0.272



Quick one: most stable of them? run two



Run one
Density functional theory data (the ωB97M-V functional and the def2-TZVPD basis) for one molecule with the formula C4H5NS.

Structure (ORCA input):
```
! wB97M-V def2-TZVPD RIJCOSX def2/J DEFGRID3
* xyz 0 1
C -1.6119 -0.1483 -0.1101
C -1.1579 1.0934 -0.1456
C 0.2237 1.4093 0.2975
S 1.3246 0.0321 -0.1564
N 0.5019 -1.3652 0.1037
C -0.7629 -1.3691 0.1069
H -2.6999 -0.3317 -0.1658
H -1.8423 1.9045 -0.3729
H 0.6226 2.2484 -0.2520
H 0.2775 1.6771 1.3550
H -1.2117 -2.3670 0.3206
*
```

Its orbital gap is 8.80 eV. The HOMO energy comes out at -8.4 eV. As for the SMILES: C1=CCSN=C1. The LUMO energy comes out at 0.395 eV.

natural (NBO) population analysis, charges in e, atoms 1 to 6: atom 1 (C): -0.272, atom 2 (C): -0.150, atom 3 (C): -0.605, atom 4 (S): 0.464, atom 5 (N): -0.557, atom 6 (C): 0.044



Run two
Density functional theory data (the ωB97M-V functional and the def2-TZVPD basis) for a 2-piece molecular cluster, C4H5NS overall.

Structure (ORCA input):
```
! wB97M-V def2-TZVPD RIJCOSX def2/J DEFGRID3
* xyz 0 1
C -0.0340 1.2200 0.6104
C -0.9702 0.3353 -0.0880
C -1.1933 -0.5163 -1.0122
S -2.7072 -0.1480 -0.0141
H -0.4963 1.9409 1.2494
H 0.6145 1.6801 0.0081
H 0.4258 0.5688 1.4886
H -1.1157 -1.0045 -2.0709
C 1.8645 -1.2816 -0.1595
N 2.6617 -1.0825 0.6156
H 0.9501 -1.7122 -0.6274
*
```

Its orbital gap is 8.55 eV. The HOMO energy comes out at -7.9 eV. As for the SMILES: CC1=CS1.C#N. The LUMO energy comes out at 0.691 eV.

natural (NBO) population analysis, charges in e, atoms 1 to 6: atom 1 (C): -0.664, atom 2 (C): -0.036, atom 3 (C): -0.333, atom 4 (S): 0.027, atom 5 (H): 0.246, atom 6 (H): 0.234



Run three
Density functional theory data (the ωB97M-V functional and the def2-TZVPD basis) for C4H5NS as an isolated structure.

Structure (ORCA input):
```
! wB97M-V def2-TZVPD RIJCOSX def2/J DEFGRID3
* xyz 0 1
C 1.1941 0.1460 0.0685
C 0.1060 -1.0617 0.0430
C -1.3182 -0.7229 0.0134
C -2.2786 0.0505 -0.3985
H 1.7617 1.9092 0.1060
H -0.2379 1.5534 0.6290
H 0.1262 -1.8128 -0.7336
H 0.4647 -1.3893 0.9509
H -3.3736 0.3646 -0.2928
N 0.7534 1.3459 -0.1565
S 2.8022 -0.3829 -0.2294
*
```

Its orbital gap is 8.63 eV. The HOMO energy comes out at -8.6 eV. The LUMO energy comes out at -0.005 eV.

natural (NBO) population analysis, charges in e, atoms 1 to 6: atom 1 (C): 0.160, atom 2 (C): -0.574, atom 3 (C): -0.005, atom 4 (C): -0.270, atom 5 (H): 0.428, atom 6 (H): 0.420



Quick one: most stable of them? run one



Run one
Density functional theory data (the ωB97M-V functional and the def2-TZVPD basis) for a 40-piece molecular cluster, H80O40 overall.

Structure (ORCA input):
```
! wB97M-V def2-TZVPD RIJCOSX def2/J DEFGRID3
* xyz 0 1
H 1.9571 2.7792 -1.6043
H 0.9965 2.6070 -0.4660
O 1.9039 2.8795 -0.6433
H -1.6127 -1.8295 0.2275
H -0.3520 -2.8091 0.1077
O -0.9520 -2.3467 0.6898
H -3.5209 2.9737 2.2116
H -4.2564 1.7950 2.8302
O -4.2205 2.3382 2.0286
H 4.0845 -2.4630 -2.0934
H 5.4403 -1.7945 -2.4792
O 4.5092 -1.8514 -2.7046
H -0.3405 -4.7111 3.7736
H 0.1684 -5.2167 2.4964
O -0.5055 -5.4355 3.1611
H 1.4241 0.9274 -3.4660
O 0.7455 1.6018 -3.4183
H -0.8577 -4.8616 -2.6136
O -1.5590 -4.8553 -1.9554
H -0.9720 4.6183 -4.2392
H 0.2903 4.6154 -3.1759
O -0.5114 5.0367 -3.5103
H -0.5243 -0.7105 -5.5787
H -1.4804 0.4311 -5.7752
O -1.4588 -0.4887 -5.4874
H -3.5289 2.3842 -0.6640
H -2.1580 2.3969 -1.2977
O -2.7640 1.8186 -0.8152
H 0.8148 5.2511 1.2655
H 1.3479 4.3700 0.1356
O 0.6196 4.9900 0.3473
H 1.3606 -0.7320 1.6108
O 1.5450 0.0761 1.1329
H -2.2604 0.3976 1.5257
H -1.8559 0.7721 0.1230
O -1.5505 0.2573 0.8917
H -1.2418 4.9699 -1.3037
H -2.4952 4.9276 -0.3087
O -1.8837 4.4244 -0.8445
H -5.7071 -0.7210 -0.0353
H -5.3233 -1.6826 1.0617
O -6.0896 -1.2081 0.7093
H 5.5987 0.6868 -0.1133
H 5.0735 0.8523 -1.4909
O 5.8691 1.0250 -0.9748
H -2.1489 3.9736 -3.0385
H -3.5328 4.2571 -3.3156
O -2.7978 3.7909 -3.7351
H 3.5452 -1.3908 0.1686
H 4.4076 -2.6402 0.3268
O 4.3963 -1.7689 -0.0818
H 1.5904 5.5128 -1.7988
O 1.9856 4.8380 -2.3584
H -1.6293 0.8994 5.3261
H -0.6747 0.9647 6.5507
O -1.5132 1.2376 6.2139
H 5.2913 0.4282 3.1497
O 6.0102 0.0166 2.6698
H -2.8001 -1.9706 -4.6144
H -3.5977 -3.0524 -3.7228
O -3.3181 -2.1387 -3.8327
H 0.7060 -3.9631 0.7419
H 1.4526 -4.9964 0.1156
O 1.0302 -4.1672 -0.1539
H -3.3430 -1.2693 -1.5997
H -3.9095 -0.0255 -0.9989
O -3.9986 -0.9801 -0.9544
H 2.2708 -4.0502 2.0349
H 2.6437 -4.2197 3.5314
O 1.9367 -3.9702 2.9281
H -3.4947 -3.2885 1.6412
H -3.1365 -2.4284 2.8006
O -3.9053 -2.8519 2.3981
H 3.7270 -2.8890 -3.8423
H 2.6498 -3.1624 -4.9024
O 2.7507 -3.0655 -3.9491
H 1.9822 -1.7176 -2.5888
H 2.6640 -0.4874 -1.8340
O 2.0997 -1.2540 -1.7520
H -4.1180 -0.0334 2.3729
H -4.1318 0.3057 3.7952
O -3.4986 0.0174 3.1233
H -0.4856 -1.1197 2.1166
H -0.9620 -0.2721 3.4201
O -0.2754 -0.7696 2.9899
H 4.0553 -1.0725 2.7271
H 2.5645 -1.6021 2.8106
O 3.4498 -1.7825 2.4876
H -5.1447 1.4969 -2.8362
O -5.7725 1.9847 -2.2773
H -0.6174 -2.4048 -3.0915
H -1.3185 -2.1893 -4.3695
O -0.4145 -2.2191 -4.0180
H 2.4107 4.1991 -1.7724
H 0.0440 1.4237 -4.0455
H 5.9510 0.2550 1.7469
H -1.1411 -5.3797 -1.2619
H 1.0454 0.0200 0.3190
H -5.1285 2.6984 -2.1482
O -0.5453 2.8904 2.0348
H -0.6433 2.4307 1.1962
H -0.2131 3.7690 1.7741
O 0.4603 -5.0679 -4.4004
H -0.4070 -4.6751 -4.3000
H 1.0667 -4.3962 -4.7052
O 4.0346 1.7487 1.8348
H 3.1957 1.3311 1.5879
H 4.5186 1.7814 1.0027
O 1.6558 4.5695 2.8594
H 2.5905 4.4327 3.0430
H 1.3238 3.7997 3.3390
O -0.2694 -0.0745 -1.6589
H -0.5156 -0.4473 -2.5198
H -0.1802 -0.8621 -1.1077
O -0.6248 -1.2798 6.6349
H -0.1757 -0.4684 6.8273
H -0.1828 -1.6914 5.8856
O 2.8711 1.9535 5.2829
H 2.3419 1.4745 4.6350
H 3.3598 2.5436 4.7006
*
```

Its orbital gap is 9.65 eV. The HOMO energy comes out at -10.4 eV. The LUMO energy comes out at -0.786 eV.

Löwdin population analysis, charges in e, atoms 1 to 6: atom 1 (H): 0.041, atom 2 (H): 0.064, atom 3 (O): -0.041, atom 4 (H): 0.029, atom 5 (H): 0.001, atom 6 (O): -0.033



Run two
Density functional theory data (the ωB97M-V functional and the def2-TZVPD basis) for a 40-piece molecular cluster, H80O40 overall.

Structure (ORCA input):
```
! wB97M-V def2-TZVPD RIJCOSX def2/J DEFGRID3
* xyz 0 1
H 2.5409 1.3518 -1.8620
H 2.2615 -0.2350 -1.8658
O 2.2886 0.5632 -2.4089
H -1.1625 5.4730 -2.9953
H -1.3087 6.4363 -1.7712
O -1.1099 5.4828 -2.0273
H 0.2848 -5.0075 1.3331
H 1.7350 -5.1784 0.6020
O 0.7525 -5.4380 0.6158
H -5.1123 3.8520 -1.2122
H -4.6678 2.8477 -1.9478
O -5.5721 3.2282 -1.7655
H 4.0671 -2.9578 3.3379
H 3.4734 -3.4152 4.7008
O 3.2226 -3.1204 3.8267
H 4.1521 0.9849 -0.3539
O 4.6994 1.7742 -0.5045
H -4.4920 0.0988 2.0480
O -4.8405 -0.7889 2.0419
H -3.0007 -3.0263 0.1006
H -1.6934 -2.8306 0.2402
O -2.2144 -3.6451 0.2446
H 5.5866 0.9653 3.5695
H 6.2282 1.1977 4.8382
O 6.0668 0.4734 4.2384
H -1.0720 0.5559 1.3216
H -1.9514 -0.1191 0.3528
O -1.7746 -0.0826 1.2896
H 0.0333 -1.1558 -6.5746
H -0.1770 -1.5646 -5.1451
O 0.4602 -1.1369 -5.7233
H 1.7837 -4.7964 -1.8255
O 2.7250 -4.7797 -1.9318
H -2.2634 -0.7022 6.1823
H -2.6461 0.7347 6.0635
O -2.4612 -0.0328 5.5112
H -0.4499 -0.7469 3.8971
H -1.1805 -2.0203 3.2277
O -0.7407 -1.6673 4.0177
H -2.4021 0.3596 -2.3851
H -3.8307 0.3795 -1.8672
O -3.1144 0.9825 -2.1961
H 3.9282 2.8192 2.8740
H 3.9170 1.4457 2.0908
O 4.2408 1.9275 2.8585
H -4.6592 2.7889 1.9718
H -5.8147 2.0017 1.4338
O -4.9629 2.3401 1.1171
H 3.2105 2.5029 -4.3188
H 3.9082 0.9437 -4.2044
O 4.0219 1.9874 -4.2993
H 5.2817 -0.4946 -1.8279
O 5.7069 -1.3350 -2.0801
H -3.5903 -4.4410 -3.3676
H -2.5455 -3.8798 -2.4913
O -2.8077 -3.9062 -3.4379
H -1.3613 4.3624 4.4923
O -0.5933 3.8602 4.7989
H -4.9018 -2.1161 -1.1384
H -5.2745 -1.7256 0.1915
O -4.5210 -2.1647 -0.2543
H 1.1205 0.7744 -0.5395
H 0.9060 1.0182 0.9830
O 1.2055 0.3366 0.3188
H 1.6159 1.9780 -3.5900
H 1.0343 2.1388 -4.9025
O 1.2609 2.7252 -4.1210
H -1.6161 1.8075 -1.3317
H -0.3702 2.5412 -1.8971
O -0.6377 1.6770 -1.5171
H -0.0214 3.0862 -0.3346
H -1.1910 4.0766 -0.8512
O -0.7373 3.6860 -0.0685
H -0.4539 -1.3686 -2.9965
H -1.8676 -1.8335 -3.3504
O -1.1412 -1.2417 -3.6359
H 3.8050 -2.1867 -1.0351
H 3.7264 -1.1080 0.1770
O 3.2800 -1.5443 -0.5692
H 0.5019 -1.4064 -0.4164
H 0.2188 -2.2857 -1.7358
O -0.1314 -1.9119 -0.9422
H 5.3653 -0.4876 2.7331
H 5.6681 -0.0295 1.2804
O 5.3662 -0.7719 1.8196
H 1.3214 -2.8138 2.2081
H 2.0681 -2.9568 0.9149
O 1.1451 -2.9150 1.2361
H -5.4627 -1.4503 -3.6988
O -4.8186 -0.7962 -3.9307
H -1.7766 -5.3767 1.2278
H -1.8309 -4.4095 2.2112
O -1.7699 -5.3693 2.2751
H 5.4921 -1.4660 -3.0301
H 4.1868 2.3649 -1.0837
H -0.9666 3.2235 5.4029
H -5.1458 -0.7670 3.0217
H 3.0273 -5.6374 -1.6219
H -4.8023 -0.7606 -4.8828
O -0.8965 -5.3761 -2.0801
H -0.3493 -5.4317 -1.2919
H -1.7179 -5.7476 -1.6777
O 2.5132 4.9013 -0.4174
H 2.5653 5.6012 0.2521
H 1.7944 5.2937 -0.8976
O 3.5470 3.5083 -2.3366
H 2.7595 3.9426 -2.6520
H 4.0876 3.2922 -3.1283
O -1.4823 2.1507 2.7755
H -1.5707 1.8684 3.6930
H -0.8648 2.8932 2.9337
O -6.8633 0.2976 0.0892
H -6.4407 0.8454 -0.6262
H -6.1734 0.1335 0.7770
O 4.6731 -1.4390 6.0613
H 3.8602 -1.0485 6.3720
H 4.5421 -1.5711 5.1244
O -2.6960 5.4554 0.6134
H -1.8224 4.9625 0.5359
H -3.3463 4.7181 0.5064
*
```

Its orbital gap is 9.75 eV. The HOMO energy comes out at -10.4 eV. The LUMO energy comes out at -0.608 eV.

Löwdin population analysis, charges in e, atoms 1 to 6: atom 1 (H): 0.042, atom 2 (H): 0.017, atom 3 (O): -0.063, atom 4 (H): 0.065, atom 5 (H): 0.103, atom 6 (O): -0.070



Quick one: most stable of them? run one